A 32-piece molecular cluster, C30H124O47 overall at a distorted geometry. Source: the OMol25 dataset; level of theory: ωB97M-V with the def2-TZVPD basis set.

Each line ends with the Löwdin charge.
Element x y z (Å)
O (-2.785, 1.528, -2.035)  -0.037
H (-1.958, 1.087, -1.839)  0.019
H (-3.419, 0.818, -2.134)  0.025
O (3.509, 2.415, -1.555)  -0.042
H (2.781, 2.144, -2.115)  0.016
H (3.884, 1.595, -1.235)  0.028
O (-2.843, -2.074, 0.414)  -0.024
H (-2.824, -2.972, 0.747)  0.045
H (-3.297, -1.576, 1.094)  0.051
O (-4.038, -0.936, -1.528)  -0.045
H (-3.458, -1.309, -0.863)  -0.032
H (-4.637, -1.648, -1.751)  0.046
O (1.070, 2.800, -2.846)  -0.025
H (0.503, 2.106, -2.511)  0.022
H (1.193, 2.584, -3.771)  0.009
O (1.160, -4.093, 4.003)  -0.034
H (1.540, -3.719, 3.208)  0.006
H (0.525, -4.736, 3.686)  0.018
O (-0.221, 5.292, -2.003)  -0.059
H (-1.128, 5.146, -2.271)  -0.018
H (0.273, 4.600, -2.442)  -0.017
O (2.016, -2.459, 1.860)  -0.043
H (2.407, -1.592, 1.966)  0.013
H (1.170, -2.292, 1.445)  0.022
O (6.994, 0.324, -0.010)  -0.049
H (6.146, 0.136, -0.412)  -0.016
H (7.600, -0.286, -0.431)  0.035
O (4.537, -3.492, -2.248)  -0.043
H (5.109, -4.178, -2.592)  0.051
H (4.662, -3.529, -1.299)  -0.006
O (4.364, -0.474, 4.893)  -0.059
H (5.212, -0.315, 4.479)  0.023
H (3.748, -0.541, 4.163)  -0.027
O (3.079, 0.074, 2.446)  -0.037
H (3.895, 0.247, 1.977)  0.059
H (2.726, 0.943, 2.639)  0.031
O (-2.866, 4.296, -2.030)  -0.037
H (-3.711, 4.452, -1.610)  0.060
H (-2.865, 3.359, -2.227)  0.001
O (-4.600, -5.203, -1.509)  -0.023
H (-5.376, -4.649, -1.426)  0.051
H (-4.079, -4.787, -2.196)  -0.007
O (2.642, 4.455, 0.097)  -0.027
H (3.434, 4.983, 0.197)  0.033
H (2.929, 3.679, -0.384)  0.016
O (4.141, -0.233, -0.707)  -0.031
H (4.013, -0.998, -0.145)  0.019
H (3.777, -0.495, -1.553)  0.044
O (4.085, -3.138, 0.414)  -0.042
H (3.280, -3.080, 0.929)  -0.008
H (4.769, -2.814, 1.000)  0.063
C (4.917, 1.981, -4.346)  -0.216
C (3.907, 0.790, -4.624)  -0.192
O (2.832, 0.484, -3.718)  -0.090
O (5.794, 1.510, -3.350)  -0.068
H (4.353, 2.844, -3.990)  0.109
H (5.405, 2.291, -5.270)  0.113
H (4.440, -0.103, -4.949)  0.114
H (3.434, 1.017, -5.580)  0.090
H (2.063, 0.226, -4.233)  0.012
H (5.990, 2.275, -2.804)  0.032
C (-0.523, -3.378, -2.771)  -0.222
C (0.911, -2.936, -2.538)  -0.251
O (1.774, -3.955, -2.932)  -0.042
O (-1.475, -2.428, -2.391)  -0.069
H (-0.826, -4.300, -2.275)  0.104
H (-0.577, -3.521, -3.850)  0.118
H (1.114, -2.748, -1.484)  0.113
H (1.044, -2.011, -3.099)  0.107
H (2.676, -3.633, -2.866)  0.040
H (-2.349, -2.789, -2.556)  0.049
C (-3.439, 5.626, 1.984)  -0.227
C (-2.038, 5.219, 1.583)  -0.200
O (-1.904, 4.043, 0.754)  -0.080
O (-3.963, 4.756, 2.996)  -0.070
H (-4.168, 5.736, 1.181)  0.108
H (-3.459, 6.623, 2.426)  0.117
H (-1.452, 5.066, 2.489)  0.117
H (-1.466, 6.019, 1.113)  0.123
H (-2.184, 4.205, -0.150)  0.041
H (-3.541, 3.916, 2.802)  0.032
C (-5.382, -2.592, 5.737)  -0.296
C (-4.223, -1.706, 5.988)  -0.234
O (-3.273, -1.588, 4.930)  -0.061
O (-6.084, -1.975, 4.749)  -0.043
H (-6.093, -2.771, 6.544)  0.131
H (-5.035, -3.604, 5.531)  0.110
H (-3.698, -2.035, 6.885)  0.127
H (-4.587, -0.703, 6.211)  0.129
H (-2.440, -1.275, 5.290)  0.067
H (-5.440, -1.671, 4.105)  0.039
C (-4.421, 2.029, -4.791)  -0.236
C (-4.936, 0.533, -4.949)  -0.175
O (-4.586, -0.132, -6.209)  -0.089
O (-3.041, 2.124, -4.630)  -0.080
H (-4.901, 2.526, -3.948)  0.113
H (-4.722, 2.619, -5.657)  0.119
H (-6.020, 0.522, -4.836)  0.109
H (-4.599, -0.062, -4.101)  0.082
H (-3.894, 0.282, -6.730)  0.071
H (-2.905, 1.811, -3.733)  0.008
C (5.432, 3.714, 4.071)  -0.163
C (6.762, 3.443, 4.889)  -0.200
O (7.979, 3.613, 4.117)  -0.074
O (5.355, 2.906, 2.795)  -0.107
H (5.327, 4.791, 3.941)  0.101
H (4.587, 3.311, 4.629)  0.105
H (6.617, 2.404, 5.185)  0.105
H (6.780, 4.103, 5.756)  0.117
H (7.997, 2.948, 3.425)  0.074
H (4.512, 3.135, 2.397)  0.022
C (1.597, 3.517, 3.194)  -0.141
C (1.950, 5.062, 3.146)  -0.206
O (1.291, 5.668, 2.037)  -0.073
O (2.485, 2.845, 2.263)  -0.130
H (0.573, 3.321, 2.873)  0.116
H (1.810, 3.200, 4.215)  0.107
H (3.010, 5.315, 3.123)  0.102
H (1.613, 5.484, 4.093)  0.110
H (1.646, 5.237, 1.256)  0.021
H (2.544, 3.335, 1.439)  0.026
C (0.472, -1.061, 5.089)  -0.246
C (0.365, 0.189, 5.976)  -0.208
O (-0.955, 0.750, 6.035)  -0.069
O (0.272, -2.241, 5.811)  -0.070
H (1.430, -1.154, 4.577)  0.100
H (-0.260, -1.072, 4.281)  0.114
H (1.106, 0.920, 5.652)  0.096
H (0.726, 0.041, 6.993)  0.121
H (-0.996, 1.431, 6.711)  0.081
H (0.434, -2.981, 5.222)  0.026
C (-3.428, -4.047, -6.180)  -0.216
C (-3.607, -3.407, -4.785)  -0.203
O (-3.350, -4.423, -3.826)  -0.103
O (-2.102, -4.492, -6.342)  -0.048
H (-3.695, -3.452, -7.054)  0.127
H (-4.113, -4.894, -6.210)  0.114
H (-4.605, -3.018, -4.582)  0.117
H (-3.081, -2.483, -4.545)  0.114
H (-3.808, -5.226, -4.086)  0.105
H (-1.869, -5.053, -5.599)  0.080
C (-4.093, 1.347, 1.305)  -0.205
C (-5.152, 0.641, 2.180)  -0.137
O (-4.523, -0.643, 2.489)  -0.120
O (-3.163, 2.010, 2.177)  -0.080
H (-4.617, 2.140, 0.771)  0.117
H (-3.673, 0.716, 0.522)  0.086
H (-6.051, 0.488, 1.583)  0.118
H (-5.469, 0.992, 3.162)  0.133
H (-3.957, -0.434, 3.237)  0.060
H (-2.630, 2.586, 1.623)  0.028
C (6.420, 5.093, 0.348)  -0.183
C (6.382, 3.744, -0.319)  -0.222
O (5.922, 3.754, -1.673)  -0.073
O (5.106, 5.748, 0.457)  -0.071
H (7.102, 5.696, -0.251)  0.123
H (6.831, 4.882, 1.336)  0.110
H (5.670, 3.163, 0.267)  0.101
H (7.323, 3.194, -0.288)  0.128
H (5.026, 3.412, -1.629)  0.024
H (5.371, 6.616, 0.771)  0.092
C (-0.348, -6.079, 1.447)  -0.224
C (-0.687, -5.706, -0.054)  -0.216
O (-1.615, -6.553, -0.650)  -0.057
O (-0.899, -5.265, 2.402)  -0.072
H (0.722, -6.210, 1.604)  0.120
H (-0.741, -7.074, 1.658)  0.119
H (0.126, -5.599, -0.772)  0.116
H (-1.230, -4.765, 0.031)  0.098
H (-2.513, -6.212, -0.667)  0.051
H (-1.836, -5.209, 2.201)  0.055
C (-4.526, -4.554, 2.280)  -0.203
C (-4.789, -6.021, 2.623)  -0.165
O (-5.111, -6.888, 1.463)  -0.066
O (-3.506, -4.620, 1.320)  -0.114
H (-4.369, -3.950, 3.174)  0.120
H (-5.330, -4.066, 1.729)  0.129
H (-5.607, -6.072, 3.341)  0.118
H (-3.874, -6.417, 3.065)  0.125
H (-5.890, -6.569, 1.001)  0.077
H (-3.959, -5.120, 0.638)  0.052
C (0.592, 0.280, -0.711)  -0.123
C (-0.247, -0.188, 0.544)  -0.149
O (-0.234, -1.617, 0.685)  -0.088
O (-0.421, 0.330, -1.753)  -0.111
H (1.436, -0.308, -1.071)  0.105
H (0.996, 1.272, -0.510)  0.113
H (-1.246, 0.241, 0.468)  0.113
H (0.173, 0.281, 1.433)  0.113
H (-1.112, -1.859, 0.381)  0.029
H (-0.565, -0.587, -1.997)  0.058
C (0.470, 1.651, -6.410)  -0.162
C (-0.252, 0.606, -5.468)  -0.195
O (0.711, -0.332, -5.101)  -0.063
O (1.249, 2.545, -5.593)  -0.086
H (-0.207, 2.311, -6.953)  0.122
H (1.105, 1.072, -7.081)  0.113
H (-1.058, 0.134, -6.029)  0.120
H (-0.663, 1.175, -4.634)  0.106
H (0.962, -0.775, -5.915)  0.116
H (1.588, 3.294, -6.087)  0.109

spin multiplicity	1
LUMO energy	-0.55	eV
F_max	3.14	eV Å⁻¹
Kohn-Sham gap	8.746	eV
HOMO	-9.299	eV

C30H12F7LiN4Sb as an isolated structure. Source: the OMol25 dataset; level of theory: ωB97M-V with the def2-TZVPD basis set.

Each line ends with the natural charge from an NBO analysis.
Element x y z (Å)
Li (-1.253, -0.806, 1.230)  0.901
F (-3.629, -3.225, 8.813)  -0.306
C (-3.048, -2.583, 7.792)  0.425
C (-2.081, -3.244, 7.058)  -0.276
C (-1.485, -2.575, 6.000)  -0.213
C (-1.855, -1.269, 5.687)  -0.378
C (-2.837, -0.634, 6.449)  -0.201
C (-3.439, -1.288, 7.513)  -0.273
Sb (-0.987, -0.173, 4.099)  1.043
C (-0.347, -1.909, 2.949)  -0.466
C (-1.307, -2.828, 2.494)  -0.297
C (-0.937, -3.946, 1.754)  -0.267
C (0.404, -4.132, 1.471)  0.421
F (0.769, -5.201, 0.761)  -0.298
C (1.379, -3.248, 1.897)  -0.260
C (0.996, -2.137, 2.636)  -0.214
C (0.937, 0.251, 4.879)  -0.379
C (1.463, -0.459, 5.956)  -0.203
C (2.744, -0.198, 6.412)  -0.270
C (3.484, 0.782, 5.774)  0.423
F (4.724, 1.035, 6.210)  -0.307
C (2.992, 1.511, 4.710)  -0.278
C (1.704, 1.241, 4.268)  -0.213
H (-1.809, -4.257, 7.319)  0.243
H (-0.727, -3.086, 5.418)  0.222
H (-3.143, 0.380, 6.220)  0.221
H (-4.199, -0.814, 8.118)  0.245
H (-2.356, -2.695, 2.746)  0.234
H (-1.664, -4.672, 1.416)  0.250
H (2.415, -3.440, 1.657)  0.251
H (1.758, -1.453, 2.987)  0.243
H (0.871, -1.218, 6.454)  0.229
H (3.173, -0.735, 7.247)  0.244
H (3.606, 2.274, 4.253)  0.243
H (1.302, 1.818, 3.443)  0.216
F (-2.876, 0.202, -5.817)  -0.268
C (-3.721, 0.753, -4.963)  0.367
C (-4.788, 1.421, -5.430)  0.372
F (-4.962, 1.509, -6.732)  -0.254
C (-5.764, 2.059, -4.560)  -0.085
C (-5.495, 1.906, -3.138)  0.376
C (-4.431, 1.235, -2.680)  0.352
F (-4.241, 1.137, -1.366)  -0.287
C (-3.460, 0.603, -3.547)  -0.022
C (-2.379, -0.081, -3.069)  -0.271
C (-2.104, -0.252, -1.675)  0.452
N (-1.795, -0.455, -0.590)  -0.484
C (-1.377, -0.710, -3.881)  0.232
N (-0.526, -1.245, -4.436)  -0.195
F (-6.327, 2.451, -2.274)  -0.256
C (-6.839, 2.740, -5.035)  -0.108
C (-7.811, 3.376, -4.193)  0.224
N (-8.614, 3.923, -3.580)  -0.165
C (-7.126, 2.907, -6.430)  0.221
N (-7.418, 3.093, -7.525)  -0.158

ΔE to the lowest compared entry with this formula, charge and spin	0.000	eV
spin multiplicity	1
LUMO energy (spin up / spin down)	-6.03 / -6.03	eV
F_max	0.17	eV Å⁻¹
Kohn-Sham gap (spin up / spin down)	5.597 / 5.596	eV
HOMO (spin up / spin down)	-11.625 / -11.625	eV
net charge	+1